[1]
ORCA calculation (the ωB97M-V functional and the def2-TZVPD basis) on 2 unconnected molecules or ions with the total composition C2H3OS2 at a distorted geometry.

Output
net charge: -1
orbital gap: 4.6 eV
energy relative to the best compared isomer or geometry (same formula, charge and spin): 1.839 eV
largest force on an atom: 0.1350 Eh/bohr
highest occupied orbital energy: -2.083 eV

```
8
C2H3OS2 | the OMol25 dataset | the ωB97M-V functional and the def2-TZVPD basis
C -1.71 -1.15 -0.12
C 1.02 0.58 0.00
O -1.91 -1.65 -1.18
S -2.01 -0.72 1.38
S 2.77 0.90 -0.45
H 0.54 -0.29 -0.10
H 0.43 1.33 -0.63
H 0.87 1.00 1.10
```

[2]
ORCA calculation (the ωB97M-V functional and the def2-TZVPD basis) on 21 unconnected molecules or ions with the total composition C2H44ClNO22 at a distorted geometry.

Output
orbital gap: 7.1 eV
largest force on an atom: 0.0517 Eh/bohr
highest occupied orbital energy: -8.323 eV

```
70
C2H44ClNO22 | the OMol25 dataset | the ωB97M-V functional and the def2-TZVPD basis
O -0.27 -0.33 -2.01
O -0.82 1.76 -1.62
Cl 0.55 -2.20 0.69
N -0.69 0.56 -1.27
C 0.22 -0.37 0.87
C -1.04 0.17 0.13
H 1.04 0.15 0.46
H 0.25 -0.14 2.00
H -1.83 -0.60 0.03
H -1.47 1.04 0.72
O -0.47 -3.57 -2.76
H 0.41 -3.10 -2.95
H -1.02 -3.54 -3.61
O 1.80 -4.96 2.56
H 1.36 -5.87 2.50
H 1.25 -4.38 3.18
O 3.31 1.37 3.31
H 2.70 2.11 3.61
H 2.79 0.50 3.36
O -1.35 0.19 -4.71
H -1.69 -0.29 -3.89
H -1.37 1.19 -4.53
O -0.64 3.17 2.38
H -0.01 2.74 3.05
H -1.59 3.02 2.69
O -3.61 2.63 3.23
H -3.14 1.74 3.11
H -4.08 2.63 4.13
O -0.90 5.08 -3.43
H -0.15 5.61 -3.86
H -1.60 5.74 -3.11
O 1.83 -2.53 -3.91
H 1.97 -3.30 -4.55
H 2.53 -2.59 -3.18
O -2.33 -2.63 -0.75
H -1.65 -3.21 -1.22
H -2.45 -2.99 0.19
O 3.90 -3.18 1.00
H 3.36 -3.99 1.27
H 4.76 -3.18 1.53
O -1.86 2.76 -4.29
H -1.64 3.61 -3.80
H -2.00 2.99 -5.27
O 2.38 -1.20 3.07
H 1.62 -1.73 3.48
H 2.83 -1.78 2.39
O 3.50 2.62 0.63
H 3.41 3.59 0.89
H 3.35 2.06 1.46
O 0.47 2.10 4.75
H 0.33 1.71 5.67
H 1.08 2.90 4.83
O -1.96 0.32 3.60
H -1.13 0.46 4.16
H -2.18 -0.66 3.59
O 3.56 -2.57 -1.62
H 3.23 -2.54 -0.66
H 4.33 -3.22 -1.67
O 0.30 -2.85 3.82
H 0.26 -2.29 4.66
H -0.64 -2.90 3.43
O 1.34 2.90 -3.87
H 0.79 2.14 -3.49
H 1.10 3.74 -3.37
O -3.04 -1.34 -3.15
H -3.80 -1.84 -3.59
H -2.79 -1.83 -2.30
O -4.30 2.48 -2.44
H -3.81 2.51 -3.33
H -4.58 3.42 -2.21
```

[3]
ORCA calculation (the ωB97M-V functional and the def2-TZVPD basis) on 21 unconnected molecules or ions with the total composition C2H44O22 at a distorted geometry.

Output
net charge: -2
orbital gap: 7.8 eV
energy relative to the best compared isomer or geometry (same formula, charge and spin): 2.118 eV
largest force on an atom: 0.0578 Eh/bohr
highest occupied orbital energy: -3.195 eV

```
68
C2H44O22 | the OMol25 dataset | the ωB97M-V functional and the def2-TZVPD basis
O 11.20 8.30 -4.28
C 10.80 7.44 -3.31
C 10.78 6.00 -3.77
O 10.63 5.15 -2.67
H 9.92 7.69 -2.69
H 11.62 7.49 -2.58
H 11.71 5.82 -4.26
H 9.99 5.87 -4.52
O 13.48 5.75 -6.26
H 13.76 5.35 -7.14
H 12.73 6.32 -6.36
O 7.43 8.30 -2.75
H 7.81 8.49 -3.60
H 6.49 8.12 -2.93
O 10.84 3.32 -0.82
H 10.71 3.91 -1.64
H 11.76 3.58 -0.61
O 13.00 3.38 -4.68
H 12.45 2.97 -3.97
H 12.73 2.89 -5.42
O 11.30 7.46 -6.62
H 10.54 6.88 -6.62
H 11.34 7.81 -5.75
O 9.25 8.98 -0.46
H 8.84 9.10 -1.30
H 8.51 8.63 0.10
O 8.62 6.23 -6.86
H 8.90 5.32 -6.92
H 8.60 6.51 -5.93
O 8.77 8.68 -5.03
H 9.70 8.39 -4.80
H 8.84 9.31 -5.74
O 7.41 3.77 -3.22
H 6.47 3.68 -3.12
H 7.74 4.50 -2.63
O 13.77 7.51 -4.13
H 14.29 8.26 -4.43
H 12.83 7.77 -4.22
O 12.72 8.18 -0.19
H 12.56 8.81 -0.86
H 11.94 7.65 -0.16
O 12.77 9.91 -2.54
H 12.14 10.62 -2.35
H 12.37 9.26 -3.14
O 12.49 10.42 -5.42
H 11.97 9.72 -4.97
H 13.33 10.31 -5.00
O 9.95 3.02 -4.26
H 10.37 2.34 -3.73
H 10.20 3.85 -3.77
O 9.97 3.78 -6.87
H 9.11 3.48 -7.22
H 10.08 3.35 -6.04
O 10.52 6.64 -0.11
H 10.60 6.25 -0.98
H 9.94 7.43 -0.21
O 9.94 10.45 -3.07
H 10.59 11.02 -3.42
H 10.30 9.57 -3.17
O 8.17 5.79 -1.73
H 9.03 5.78 -2.20
H 7.85 6.63 -1.96
O 13.28 5.13 -2.53
H 12.32 5.17 -2.66
H 13.38 4.63 -1.71
O 6.83 6.04 -4.71
H 7.46 5.64 -4.10
H 6.70 5.28 -5.24
```

[4]
ORCA calculation (the ωB97M-V functional and the def2-TZVPD basis) on 21 unconnected molecules or ions with the total composition C2H44O22 at a distorted geometry.

Output
net charge: -2
orbital gap: 7.1 eV
energy relative to the best compared isomer or geometry (same formula, charge and spin): 2.315 eV
largest force on an atom: 0.0631 Eh/bohr
highest occupied orbital energy: -3.158 eV

```
68
C2H44O22 | the OMol25 dataset | the ωB97M-V functional and the def2-TZVPD basis
O -1.36 1.23 -0.02
C -0.37 0.33 -0.37
C 0.54 0.06 0.73
O 1.71 -0.46 0.20
H 0.07 0.91 -1.18
H -0.80 -0.63 -0.73
H 0.13 -0.65 1.45
H 0.79 1.03 1.29
O -0.65 -3.35 -1.81
H -0.09 -2.94 -1.17
H -0.10 -4.07 -2.03
O 2.58 1.74 -1.04
H 2.16 0.96 -0.66
H 3.47 1.53 -1.27
O 1.11 -3.00 0.37
H 1.21 -2.05 0.31
H 1.15 -3.10 1.32
O 0.78 0.96 3.86
H 0.63 0.01 4.00
H 1.61 1.01 4.32
O -0.61 -1.29 -3.74
H -0.87 -2.07 -3.34
H -1.28 -1.19 -4.36
O -3.33 -2.40 -2.31
H -2.49 -2.54 -1.92
H -3.99 -2.50 -1.55
O -1.65 1.31 2.56
H -1.47 1.44 1.65
H -0.99 0.64 2.75
O 4.34 -0.84 -0.37
H 3.43 -0.86 -0.05
H 4.21 -0.97 -1.31
O 1.66 2.53 -3.56
H 1.66 2.24 -2.66
H 0.79 2.26 -3.81
O -0.33 3.75 2.36
H -0.47 2.85 2.64
H -0.12 3.77 1.40
O 0.11 3.26 -0.20
H 0.98 2.90 -0.13
H -0.46 2.47 -0.12
O -2.77 -0.90 0.92
H -2.16 -0.24 0.59
H -2.19 -1.61 1.12
O 1.67 -1.43 -2.31
H 0.81 -1.10 -2.54
H 1.60 -1.08 -1.42
O -2.82 0.30 -2.20
H -2.69 -0.63 -2.33
H -2.33 0.56 -1.41
O -0.75 -1.45 3.48
H -1.62 -1.15 3.76
H -0.25 -1.82 4.20
O 3.36 1.74 1.70
H 3.02 2.01 2.55
H 2.69 1.20 1.34
O -1.36 -3.17 1.26
H -1.01 -2.92 2.12
H -0.57 -3.04 0.72
O -0.99 1.67 -3.82
H -1.63 1.86 -4.48
H -1.56 1.07 -3.27
O -3.54 2.70 0.59
H -3.51 3.39 -0.02
H -2.73 2.19 0.41
O 2.70 -1.14 2.51
H 2.06 -0.78 1.85
H 2.90 -0.49 3.18
```

[5]
ORCA calculation (the ωB97M-V functional and the def2-TZVPD basis) on 21 unconnected molecules or ions with the total composition C2H44O22 at a distorted geometry.

Output
net charge: -2
orbital gap: 7.7 eV
energy relative to the best compared isomer or geometry (same formula, charge and spin): 2.151 eV
largest force on an atom: 0.0814 Eh/bohr
highest occupied orbital energy: -3.380 eV

```
68
C2H44O22 | the OMol25 dataset | the ωB97M-V functional and the def2-TZVPD basis
O -4.94 -3.75 -10.73
C -5.20 -3.23 -9.49
C -3.98 -2.46 -9.03
O -4.18 -1.61 -7.91
H -5.59 -3.95 -8.82
H -6.13 -2.62 -9.56
H -3.51 -1.92 -9.82
H -3.13 -3.08 -8.70
O -2.02 -4.76 -7.22
H -2.40 -3.90 -7.40
H -1.34 -4.94 -7.92
O -0.71 -4.20 -9.64
H -0.53 -3.31 -9.94
H -1.65 -4.36 -9.87
O -8.41 -2.88 -11.38
H -8.57 -3.54 -12.08
H -7.72 -3.33 -10.94
O -4.11 -6.34 -8.30
H -4.80 -6.49 -7.68
H -3.48 -5.74 -7.89
O -1.91 -1.66 -6.71
H -2.80 -1.65 -7.08
H -2.05 -1.49 -5.76
O -5.66 -1.91 -12.41
H -5.51 -1.09 -11.90
H -5.28 -2.50 -11.71
O -5.30 -0.09 -10.33
H -5.05 -0.61 -9.57
H -6.21 -0.29 -10.49
O -5.38 -4.71 -13.34
H -5.19 -4.15 -12.56
H -4.56 -5.20 -13.43
O -8.05 -0.50 -8.46
H -7.89 0.26 -7.86
H -7.71 -1.23 -7.95
O -4.91 0.16 -6.12
H -5.20 0.89 -6.69
H -4.64 -0.50 -6.69
O -6.84 -5.59 -10.56
H -6.18 -4.90 -10.42
H -6.49 -5.98 -11.34
O -2.80 -0.09 -11.84
H -3.30 -0.20 -11.07
H -3.36 0.09 -12.55
O -6.64 -5.93 -7.53
H -6.13 -5.20 -7.88
H -6.88 -5.72 -6.62
O -3.00 -5.60 -10.68
H -3.25 -6.00 -9.84
H -3.74 -4.95 -10.67
O -8.24 -3.92 -8.54
H -7.43 -3.42 -8.53
H -8.89 -3.58 -7.93
O -4.50 -3.97 -6.10
H -5.15 -3.40 -5.69
H -4.18 -3.33 -6.75
O -6.66 -2.12 -6.86
H -6.54 -1.80 -5.94
H -5.81 -1.96 -7.27
O -2.73 0.35 -8.78
H -3.26 1.09 -8.98
H -3.34 -0.29 -8.35
O -0.92 -1.64 -10.10
H -0.16 -1.49 -9.48
H -1.69 -1.22 -9.78
O -2.70 -2.98 -12.22
H -2.48 -2.03 -12.15
H -3.40 -3.05 -11.55
```

[6]
ORCA calculation (the ωB97M-V functional and the def2-TZVPD basis) on a molecular structure, C2H44O22V at a distorted geometry.

Output
orbital gap (alpha / beta): 6.9 / 8.9 eV
energy relative to the best compared isomer or geometry (same formula, charge and spin): 0.547 eV
multiplicity: 4
largest force on an atom: 0.0702 Eh/bohr
highest occupied orbital energy (alpha / beta): -7.290 / -9.326 eV
<S²>: 3.755

```
69
C2H44O22V | the OMol25 dataset | the ωB97M-V functional and the def2-TZVPD basis
V 1.27 -25.49 6.56
O -0.49 -24.84 5.66
C -0.03 -24.41 4.35
C 0.18 -25.76 3.83
O 1.24 -26.37 4.57
H 0.85 -23.83 4.40
H -0.85 -23.81 4.02
H 0.46 -25.60 2.79
H -0.72 -26.31 3.83
O 1.74 -24.37 -0.13
H 2.11 -25.25 -0.09
H 1.03 -24.42 0.52
O 1.71 -22.32 2.35
H 0.83 -22.72 2.13
H 2.31 -22.64 1.72
O -1.68 -27.91 1.04
H -0.72 -27.87 1.27
H -2.04 -28.83 1.22
O 1.23 -28.97 4.89
H 2.11 -29.34 4.77
H 1.27 -28.05 4.62
O 1.80 -27.64 7.06
H 2.75 -27.96 7.17
H 1.49 -28.09 6.21
O -1.51 -27.43 5.82
H -1.23 -26.64 5.31
H -2.40 -27.13 6.02
O -3.38 -24.68 3.96
H -2.41 -24.85 4.05
H -3.78 -25.52 3.75
O -3.71 -27.33 3.25
H -3.82 -28.02 3.90
H -2.93 -27.58 2.75
O 3.23 -22.20 4.88
H 2.30 -22.12 4.85
H 3.64 -22.11 4.03
O -1.39 -29.65 3.94
H -1.57 -28.88 4.49
H -0.45 -29.58 4.07
O -0.15 -26.00 8.25
H -0.47 -25.30 8.82
H -0.89 -26.57 8.02
O -0.55 -23.25 1.36
H -0.89 -24.10 1.08
H -1.21 -22.59 1.51
O -1.86 -22.33 5.90
H -1.75 -22.07 6.85
H -1.34 -23.18 5.80
O -0.81 -25.61 0.22
H -1.28 -26.42 0.21
H -1.04 -25.22 -0.67
O 0.95 -23.50 7.51
H 0.36 -23.35 8.23
H 1.81 -23.09 7.51
O 3.25 -24.70 5.86
H 4.11 -25.04 5.82
H 3.44 -23.83 5.53
O 3.21 -25.61 2.96
H 3.46 -24.76 3.26
H 2.44 -25.91 3.44
O 0.66 -21.36 4.96
H -0.05 -21.96 5.27
H 0.24 -20.74 4.38
O -2.57 -24.62 7.33
H -1.74 -24.71 6.81
H -3.10 -25.11 6.78
O 1.00 -27.85 2.05
H 1.50 -27.48 1.32
H 0.91 -27.12 2.63
```

[7]
ORCA calculation (the ωB97M-V functional and the def2-TZVPD basis) on a single C2H4B2O molecule at a distorted geometry.

Output
orbital gap: 7.3 eV
energy relative to the best compared isomer or geometry (same formula, charge and spin): 3.429 eV
structure (SMILES): BC1=C(B)O1
largest force on an atom: 0.0800 Eh/bohr
highest occupied orbital energy: -8.551 eV

```
9
C2H4B2O | the OMol25 dataset | the ωB97M-V functional and the def2-TZVPD basis
B 2.12 -0.41 0.01
C 0.83 0.30 0.09
C -0.48 0.48 0.15
B -2.22 -0.21 0.01
O 0.02 1.69 -0.13
H 3.11 0.25 -0.02
H 1.97 -1.47 -0.18
H -2.71 -0.55 -1.01
H -2.64 -0.08 1.07
```

[8]
ORCA calculation (the ωB97M-V functional and the def2-TZVPD basis) on a single C2H4B2O molecule at a distorted geometry.

Output
orbital gap: 7.3 eV
energy relative to the best compared isomer or geometry (same formula, charge and spin): 2.975 eV
structure (SMILES): BC1=C(B)O1
largest force on an atom: 0.0698 Eh/bohr
highest occupied orbital energy: -8.740 eV

```
9
C2H4B2O | the OMol25 dataset | the ωB97M-V functional and the def2-TZVPD basis
B -2.17 0.00 -0.04
C -0.67 -0.19 -0.02
C 0.60 0.04 -0.13
B 2.06 0.39 -0.01
O -0.02 -1.41 -0.16
H -2.74 -0.30 -0.90
H -2.35 0.54 0.90
H 2.91 -0.55 0.13
H 2.38 1.47 0.22
```

Taking the records one at a time from the top gives E_tot values of -25840.6476 -61841.4984 -47834.9405 -47834.7435 -47834.9077 -73521.9873 -5532.6939 -5533.1472 eV.